Entry 1:
9
Properties=species:S:1:pos:R:3:forces:R:3:lowdin_charge:R:1 method="wB97M-V/def2-TZVPD" total_charge=0 lumo_ev=-0.591 total_energy_ha=-799.231386 gap_ev=7.9 relative_energy_kcal_mol=69.9
C 1.577 -1.073 -0.889 -3.810 -1.266 1.787 -0.150
C 0.999 0.071 -0.581 -2.120 1.983 1.205 -0.397
P -0.896 -0.247 0.119 -0.434 -0.104 -1.055 0.589
P -1.317 0.359 2.108 -0.773 0.712 0.216 0.464
C -2.490 0.989 1.058 3.641 -0.587 -0.332 -0.589
H 2.440 -1.190 -1.354 4.081 0.120 -2.038 -0.013
H 1.141 -2.119 -0.718 -0.011 1.789 0.099 0.077
H 1.318 1.165 -0.750 -0.071 -2.164 0.121 0.067
H -2.773 2.045 1.007 -0.505 -0.482 -0.003 -0.046

=====

Entry 2:
9
Properties=species:S:1:pos:R:3:forces:R:3:lowdin_charge:R:1 method="wB97M-V/def2-TZVPD" total_charge=0 lumo_ev=-0.219 total_energy_ha=-799.247067 gap_ev=8.2 relative_energy_kcal_mol=60.1
C -1.537 0.230 0.690 -0.733 0.293 2.558 -0.930
P -2.175 -1.301 0.933 0.753 0.865 0.242 0.603
P -1.938 -0.216 -0.943 1.272 -0.090 -2.151 0.476
H -1.296 1.125 1.315 -0.030 -1.033 -0.795 0.017
H -0.511 -0.510 -1.352 -1.444 -0.047 0.075 -0.150
C 1.761 -0.319 -0.519 0.585 2.291 1.372 -0.041
C 1.936 0.751 0.034 -0.304 -2.217 -0.547 -0.001
H 1.665 -1.299 -0.885 -0.100 -0.415 -0.481 0.011
H 2.095 1.539 0.728 0.001 0.353 -0.274 0.016

=====

Entry 3:
9
Properties=species:S:1:pos:R:3:forces:R:3:lowdin_charge:R:1 method="wB97M-V/def2-TZVPD" total_charge=0 lumo_ev=0.240 total_energy_ha=-799.201738 gap_ev=8.9 relative_energy_kcal_mol=88.5
P -0.897 0.615 -0.803 -1.122 -0.840 1.003 0.781
C 0.447 0.912 0.382 0.194 1.003 0.844 -0.876
C 1.796 0.933 -0.130 0.128 -0.932 0.178 -0.181
C 1.489 -0.352 0.225 2.626 0.203 -0.757 -0.418
P 0.614 -0.296 1.782 0.211 1.481 -0.353 0.913
H -0.248 -0.652 -0.833 -0.253 -0.287 -1.137 -0.099
H -1.699 -0.056 0.231 -0.249 1.074 -0.973 -0.110
H 2.486 1.511 -0.811 -1.174 -0.822 0.924 0.118
H -0.497 -0.987 1.325 -0.361 -0.880 0.271 -0.126

=====

Entry 4:
8
Properties=species:S:1:pos:R:3:forces:R:3:lowdin_charge:R:1 method="wB97M-V/def2-TZVPD" total_charge=0 lumo_ev="-0.159 / -0.270" total_energy_ha=-514.729024 gap_ev="8.5 / 7.1" relative_energy_kcal_mol=71.2
C 1.331 0.408 0.382 -2.363 0.590 1.571 -0.691
C -0.063 0.484 -0.157 1.034 -0.250 -1.508 -0.397
C -1.032 -0.552 0.145 -0.752 -1.279 0.970 0.006
S 2.637 -0.128 -0.119 3.210 -1.305 -0.977 0.753
H -0.385 1.444 0.205 -0.605 0.590 -0.691 0.093
H 0.235 0.364 -1.268 -1.109 0.893 1.208 0.132
H -0.861 -1.614 -0.026 0.353 0.354 -0.314 0.054
H -1.861 -0.406 0.838 0.231 0.406 -0.258 0.050

=====

Entry 5:
8
Properties=species:S:1:pos:R:3:forces:R:3:lowdin_charge:R:1 method="wB97M-V/def2-TZVPD" total_charge=0 lumo_ev=-0.904 total_energy_ha=-514.838915 gap_ev=7.8 relative_energy_kcal_mol=2.3
C -0.891 -0.850 0.016 0.471 1.077 -0.085 0.025
C -0.427 0.430 -0.016 -0.758 -1.668 -0.283 -0.245
C 0.988 0.680 0.021 1.702 -0.807 0.345 -0.662
S 2.189 -0.431 -0.023 -0.418 0.188 -0.064 0.662
H -1.932 -1.072 -0.125 -0.361 0.073 0.125 0.053
H -0.228 -1.716 0.145 -0.142 0.607 -0.072 0.047
H -1.083 1.288 -0.141 -0.040 -0.248 0.072 0.095
H 1.382 1.671 0.123 -0.454 0.778 -0.038 0.024

=====

Entry 6:
9
Properties=species:S:1:pos:R:3:forces:R:3:lowdin_charge:R:1 method="wB97M-V/def2-TZVPD" total_charge=0 lumo_ev="-0.812 / -0.881" total_energy_ha=-912.897327 gap_ev="7.1 / 6.8" relative_energy_kcal_mol=102.4
C -2.336 -0.679 0.295 -0.655 -0.158 -0.525 -0.595
C 0.004 -1.039 -0.270 0.495 -0.358 0.786 -0.739
C 0.684 0.293 -0.197 -1.090 0.746 -0.048 -0.208
S -3.793 -0.063 0.136 1.357 0.097 -0.073 0.635
S 0.500 -2.518 0.111 -0.850 1.473 -0.684 0.682
H -2.160 -1.676 0.637 0.095 -0.680 0.498 -0.072
H 1.743 0.300 -0.592 -0.894 -0.231 1.148 0.080
H 0.471 0.468 0.964 1.012 0.295 -2.422 0.129
H 0.140 1.083 -0.835 0.529 -1.185 1.319 0.088

=====

Entry 7:
9
Properties=species:S:1:pos:R:3:forces:R:3:lowdin_charge:R:1 method="wB97M-V/def2-TZVPD" total_charge=0 lumo_ev=-0.381 total_energy_ha=-912.972080 gap_ev=8.1 relative_energy_kcal_mol=55.5
C -2.090 -0.842 -1.415 0.921 1.015 1.190 -0.055
C -1.887 -0.452 -0.196 -1.074 -1.062 -0.871 -0.845
S -1.707 -0.117 1.269 0.213 0.742 2.150 0.756
H -1.342 -0.397 -2.007 0.498 0.107 -1.670 0.051
H -2.864 -1.500 -1.655 -0.854 -0.813 -0.711 0.050
C 2.593 0.835 1.079 -1.394 1.405 -1.058 -0.550
S 1.340 0.216 0.312 0.140 -0.842 -0.134 0.619
H 2.604 1.912 1.008 0.666 0.330 0.430 -0.012
H 3.355 0.346 1.606 0.884 -0.882 0.674 -0.013

=====

Entry 8:
9
Properties=species:S:1:pos:R:3:forces:R:3:lowdin_charge:R:1 method="wB97M-V/def2-TZVPD" total_charge=0 s2=2.01 lumo_ev="0.729 / -2.428" spin_multiplicity=3 total_energy_ha=-912.832371 gap_ev="5.7 / 6.8" relative_energy_kcal_mol=75.2
C 0.350 -0.075 -0.269 1.060 -0.480 -1.438 -0.172
C 0.725 -1.288 -0.554 -0.047 -2.799 0.756 -0.490
C 0.015 1.161 0.324 -1.531 -2.352 1.479 -0.545
S 1.144 -2.668 -1.488 -0.574 2.683 0.339 0.753
S -1.642 1.005 1.172 -0.812 -0.107 0.020 0.691
H 0.559 1.544 1.120 1.908 0.373 1.148 0.043
H -0.086 1.812 -0.419 -0.656 3.464 -2.626 0.016
H 1.297 -3.467 -0.434 0.174 -0.480 0.332 -0.149
H -2.361 1.974 0.548 0.477 -0.303 -0.011 -0.148

=====

Entry 9:
80
Properties=species:S:1:pos:R:3:forces:R:3:lowdin_charge:R:1 method="wB97M-V/def2-TZVPD" total_charge=-1 lumo_ev=1.876 total_energy_ha=-6597.318647 gap_ev=7.0
C 2.607 -0.270 0.177 -0.486 0.522 -0.891 -0.193
C 1.660 0.442 -0.832 -0.424 0.784 2.007 -0.788
I 1.368 -0.915 -2.514 0.340 0.180 -0.175 0.727
C 0.343 0.875 -0.072 0.798 -0.350 -0.737 -0.365
Ga -1.398 -0.122 -0.519 -0.154 1.497 0.166 0.014
Br -1.293 -2.542 -0.146 0.264 -0.312 -0.015 0.188
H 2.638 0.328 1.106 0.081 -0.387 -0.472 0.057
H 3.610 -0.335 -0.260 -0.274 -0.294 0.301 0.025
H 2.178 -1.258 0.375 0.376 0.172 0.226 0.041
H 2.133 1.346 -1.244 -0.058 -0.649 -0.187 0.025
H 0.161 1.940 -0.327 -0.210 -0.505 -0.024 0.037
H 0.586 0.873 1.005 -0.174 -0.172 -0.383 0.030
H -2.511 0.410 0.501 0.192 -0.448 -0.218 -0.091
H -1.758 0.219 -2.033 0.074 -0.462 0.201 -0.095
O 3.227 1.997 2.725 -0.793 0.438 0.349 -0.059
H 3.101 1.678 3.622 -0.068 -0.269 0.021 0.050
H 4.031 2.517 2.771 0.350 -0.240 -0.172 0.016
O -2.957 0.899 -4.093 -0.126 0.337 -0.540 -0.101
H -3.722 0.377 -4.354 -0.040 -0.176 0.278 0.008
H -2.264 0.622 -4.698 0.154 -0.049 0.101 0.026
O 5.399 0.786 -1.410 0.203 -0.050 -0.018 -0.081
H 5.023 1.634 -1.127 -0.165 0.121 0.132 -0.004
H 4.674 0.395 -1.908 -0.016 -0.120 -0.089 0.015
O -3.256 -3.646 2.190 0.109 -0.197 0.131 -0.112
H -2.621 -3.587 1.447 -0.115 0.359 0.210 -0.112
H -3.759 -4.445 2.016 -0.131 -0.001 0.014 0.037
O 5.368 -1.693 1.350 0.448 -0.209 0.248 -0.050
H 5.434 -1.153 0.555 -0.061 0.052 -0.103 0.019
H 5.180 -1.056 2.047 -0.283 0.187 -0.112 0.015
O -5.053 -0.581 -2.650 -0.287 -0.270 0.051 -0.046
H -5.722 0.108 -2.632 -0.056 0.050 0.018 0.050
H -4.715 -0.605 -1.745 0.321 0.075 -0.094 0.055
O 3.825 3.132 -0.817 0.241 0.098 -0.095 -0.068
H 3.154 3.292 -0.142 0.028 -0.023 0.221 0.023
H 3.388 3.378 -1.644 -0.197 0.026 -0.002 0.016
O 1.714 4.004 -2.631 0.127 0.071 0.076 -0.052
H 1.306 4.835 -2.354 0.036 0.001 -0.217 0.015
H 1.023 3.559 -3.130 -0.043 -0.179 0.040 0.051
O 0.955 -1.174 2.786 -0.086 -0.105 0.140 -0.063
H 1.003 -1.678 3.602 0.025 -0.058 0.050 0.029
H 0.603 -1.807 2.145 -0.033 0.133 -0.143 0.001
O 6.556 -3.682 3.624 0.122 0.130 0.072 -0.067
H 7.106 -4.367 3.240 0.021 -0.093 -0.024 0.025
H 6.395 -3.074 2.892 -0.220 0.032 -0.190 -0.001
O -1.752 -4.652 -3.002 0.014 -0.058 0.045 -0.098
H -1.643 -4.135 -3.802 -0.012 0.095 -0.074 0.019
H -1.938 -3.986 -2.323 0.087 -0.084 0.047 -0.060
O -3.657 -1.905 4.587 0.085 0.133 0.186 -0.062
H -3.420 -2.663 4.031 0.031 -0.080 -0.305 0.020
H -2.975 -1.252 4.390 0.025 0.019 -0.077 0.059
O -4.846 -3.585 -3.384 0.015 -0.225 0.109 -0.059
H -5.111 -2.680 -3.181 0.119 0.325 0.021 0.009
H -5.619 -3.962 -3.810 -0.184 0.047 0.090 0.020
O -4.029 1.171 1.969 -0.414 0.353 0.449 -0.108
H -4.439 1.669 2.686 -0.023 -0.048 -0.019 0.029
H -4.163 0.249 2.211 0.147 -0.107 -0.164 0.007
O 2.591 -4.031 0.365 -0.004 0.010 -0.047 -0.071
H 3.149 -4.712 -0.017 0.058 -0.067 -0.005 0.025
H 2.471 -3.397 -0.351 -0.136 0.066 0.040 -0.002
O 2.696 4.506 1.715 0.056 0.456 -0.051 -0.055
H 2.564 4.102 2.580 -0.158 -0.394 -0.165 0.022
H 3.456 5.083 1.836 0.029 0.104 -0.127 0.040
O 0.252 6.500 -3.005 0.076 0.114 0.111 -0.041
H 0.295 7.105 -3.753 -0.056 0.000 -0.064 0.027
H -0.012 7.058 -2.268 -0.101 -0.028 0.073 0.053
O -2.939 -0.657 7.326 -0.058 -0.065 0.024 -0.066
H -2.866 -1.134 8.155 0.045 0.005 0.092 0.025
H -3.292 -1.309 6.707 -0.024 0.005 -0.234 -0.001
O -5.269 -3.575 -6.164 -0.137 -0.256 -0.196 -0.066
H -5.725 -4.275 -6.639 0.010 0.010 -0.121 0.031
H -4.697 -4.038 -5.539 0.149 0.297 0.109 0.018
O 5.671 1.099 2.727 0.612 -0.188 0.111 -0.045
H 6.391 1.092 2.084 -0.054 0.005 -0.092 0.061
H 6.048 0.671 3.503 0.037 0.034 0.037 0.056
O -1.112 7.282 -5.673 0.168 -0.045 -0.030 -0.057
H -1.853 7.238 -6.282 -0.093 0.075 -0.018 0.038
H -0.754 6.388 -5.679 -0.043 -0.076 0.055 0.039
O -6.298 -2.378 3.389 -0.147 0.091 -0.174 -0.070
H -6.429 -2.657 4.297 0.037 0.009 0.118 0.024
H -5.467 -1.886 3.418 0.034 -0.181 0.094 -0.005

=====

Entry 10:
14
Properties=species:S:1:pos:R:3:forces:R:3:lowdin_charge:R:1 method="wB97M-V/def2-TZVPD" total_charge=0 lumo_ev="-2.691 / -2.258" total_energy_ha=-477.353309 gap_ev="6.6 / 7.1" relative_energy_kcal_mol=64.5
B -2.099 0.102 -0.168 -0.368 0.154 2.590 -0.885
C 2.515 -0.007 0.690 1.795 -0.075 -0.747 -0.138
C 1.345 -0.712 0.666 0.359 1.196 2.018 -0.129
C 1.603 0.391 -1.306 1.640 1.003 0.534 -0.196
N 2.720 0.569 -0.585 -1.145 -0.398 0.521 0.079
N 0.824 -0.390 -0.553 -1.234 -0.978 -0.970 0.116
O -1.603 0.814 0.942 0.749 -0.715 -2.040 0.147
O -3.430 -0.198 -0.058 -0.595 0.677 0.650 0.194
O -1.423 -0.530 -1.133 1.591 -0.006 -0.777 0.249
H 3.379 0.048 1.398 -1.250 -0.219 -0.621 0.112
H 0.925 -1.217 1.576 -0.173 0.313 -1.813 0.133
H 1.548 0.831 -2.317 -0.737 -0.789 0.847 0.134
H -2.307 0.846 1.574 -0.644 0.244 0.606 0.085
H -3.997 -0.548 -0.726 0.011 -0.407 -0.799 0.097